No. 1
Here is C3H4F2N2O in the gas phase from the Open Molecules 2025 dataset. Energies are from the ωB97M-V functional and the def2-TZVPD basis.

```
! RIJCOSX wB97M-V def2-TZVPD def2/J DEFGRID3
* xyz 0 1
O 0.011 -1.028 -2.277
C -0.067 -0.473 -1.219
N -0.914 0.551 -0.870
N -0.978 0.783 0.547
C 0.350 0.318 1.023
C 0.709 -0.793 0.068
F 2.040 -0.885 -0.137
F 0.288 -2.000 0.520
H -1.788 0.640 -1.345
H -1.038 1.806 0.665
H 1.132 1.109 0.955
H 0.255 -0.026 2.072
*
```

As for the SMILES: O=C1NNCC1(F)F. As for the HOMO-LUMO gap: 10.193 eV. Its total energy is -501.17638 Eh. The energy above the lowest of the compared OMol25 structures with the same formula, charge and spin comes out at 0.408 eV.


No. 2
Here is a molecular structure, C3H4F30K3O3P5 at a distorted geometry from the Open Molecules 2025 dataset. Energies are from the ωB97M-V functional and the def2-TZVPD basis.

```
! RIJCOSX wB97M-V def2-TZVPD def2/J DEFGRID3
* xyz -2 1
K -5.209 -1.659 -4.016
K 2.958 0.911 2.201
K -4.757 1.394 2.582
P -1.250 0.063 -1.048
F -1.863 0.586 -2.471
F 0.191 0.826 -1.430
F -1.813 1.345 -0.174
F -0.631 -0.463 0.330
F -2.660 -0.644 -0.724
F -0.837 -1.293 -1.770
P -6.182 -5.879 -0.643
F -5.328 -4.588 -0.111
F -5.648 -5.320 -2.068
F -4.794 -6.786 -0.415
F -6.933 -7.136 -1.363
F -6.606 -6.338 0.877
F -7.527 -4.892 -0.874
P 1.668 -6.612 -2.075
F 0.472 -5.963 -3.021
F 1.556 -5.186 -1.131
F 0.490 -7.332 -1.117
F 2.831 -7.281 -1.101
F 1.622 -7.970 -3.022
F 2.808 -5.807 -2.938
P 5.924 0.069 -1.915
F 4.510 -0.770 -1.690
F 6.502 -1.334 -2.539
F 5.524 0.403 -3.428
F 7.398 0.746 -2.065
F 5.145 1.357 -1.246
F 6.345 -0.334 -0.402
P -0.766 3.266 5.903
F 0.614 4.201 5.857
F -0.562 3.241 7.512
F -1.655 4.687 5.910
F -2.075 2.328 6.117
F -0.822 3.148 4.282
F 0.148 1.918 5.882
C 0.986 6.655 -1.202
C 0.337 5.689 -0.169
O 1.409 5.548 0.746
C 2.171 6.662 0.754
O 3.076 6.939 1.521
O 1.831 7.381 -0.344
H 0.326 7.339 -1.735
H 1.605 6.104 -1.911
H 0.058 4.729 -0.601
H -0.584 6.056 0.284
*
```

As for the HOMO-LUMO gap: 6.607 eV. Its total energy is -6846.25647 Eh.


No. 3
Here is C3H4F3N3 in the gas phase at a distorted geometry from the Open Molecules 2025 dataset. Energies are from the ωB97M-V functional and the def2-TZVPD basis.

```
! RIJCOSX wB97M-V def2-TZVPD def2/J DEFGRID3
* xyz 0 1
N 2.616 1.268 0.333
C 1.674 0.647 0.226
C 0.578 -0.306 0.052
N 0.625 -1.564 1.082
F 0.856 -0.915 -1.245
C -0.800 0.343 -0.005
N -1.135 0.890 -1.196
F -1.632 -0.649 0.353
F -0.933 1.241 1.044
H -0.022 -2.132 0.533
H 0.329 -1.499 2.062
H -0.354 1.071 -1.908
H -1.802 1.605 -1.332
*
```

As for the SMILES: N#C[C@](N)(F)C(N)(F)F. As for the HOMO-LUMO gap: 11.567 eV. Its total energy is -580.53915 Eh. The energy above the lowest of the compared OMol25 structures with the same formula, charge and spin comes out at 0.510 eV.


No. 4
Here is 2 unconnected molecules or ions with the total composition C3H4F4 at a distorted geometry from the Open Molecules 2025 dataset. Energies are from the ωB97M-V functional and the def2-TZVPD basis.

```
! RIJCOSX wB97M-V def2-TZVPD def2/J DEFGRID3
* xyz 0 3
C -0.549 1.016 0.750
C -0.938 -2.278 -0.875
C -1.037 0.702 -0.605
F 0.345 -2.238 -0.653
F -1.612 -2.927 0.044
F -2.339 0.904 -0.697
F -0.436 1.218 -1.733
H 0.303 1.832 0.943
H -0.379 0.038 1.355
H -1.390 1.432 1.328
H -1.271 -2.384 -1.825
*
```

As for the HOMO-LUMO gap (alpha / beta): 8.761 / 12.856 eV. Its expectation value of S² is 2.0044. Its total energy is -516.00402 Eh. The energy above the lowest of the compared OMol25 structures with the same formula, charge and spin comes out at 0.000 eV.


No. 5
Here is 2 unconnected molecules or ions with the total composition C3H4FN at a distorted geometry from the Open Molecules 2025 dataset. Energies are from the ωB97M-V functional and the def2-TZVPD basis.

```
! RIJCOSX wB97M-V def2-TZVPD def2/J DEFGRID3
* xyz 0 1
C -1.400 0.751 0.505
C 0.296 0.199 -1.166
C 1.540 -0.854 0.280
N -0.558 0.612 -0.424
F 2.039 -1.999 -0.096
H -1.056 1.005 1.467
H -2.412 0.602 0.439
H 0.769 0.597 -2.059
H 0.781 -0.913 1.054
*
```

As for the HOMO-LUMO gap (alpha / beta): 7.467 / 7.464 eV. Its total energy is -271.09174 Eh. The energy above the lowest of the compared OMol25 structures with the same formula, charge and spin comes out at 5.754 eV.


No. 6
Here is 2 unconnected molecules or ions with the total composition C3H4FN at a distorted geometry from the Open Molecules 2025 dataset. Energies are from the ωB97M-V functional and the def2-TZVPD basis.

```
! RIJCOSX wB97M-V def2-TZVPD def2/J DEFGRID3
* xyz 0 1
C -0.380 -0.332 -1.446
C -1.282 -0.154 -0.492
F -1.253 -0.880 0.726
H -0.307 0.332 -2.356
H 0.513 -1.046 -1.436
H -2.123 0.573 -0.402
C 1.581 0.607 1.859
N 2.182 0.710 0.893
H 1.070 0.191 2.654
*
```

As for the SMILES: C=CF.C#N. As for the HOMO-LUMO gap: 11.363 eV. Its total energy is -271.25559 Eh. The energy above the lowest of the compared OMol25 structures with the same formula, charge and spin comes out at 1.295 eV.


No. 7
Here is a gas-phase ion, C3H4FN2O4S2 (charge +1) at a distorted geometry from the Open Molecules 2025 dataset. Energies are from the ωB97M-V functional and the def2-TZVPD basis.

```
! RIJCOSX wB97M-V def2-TZVPD def2/J DEFGRID3
* xyz 1 1
O -1.722 2.727 -1.391
N -2.051 2.026 -0.552
O -1.530 0.685 -0.796
C -1.571 -0.061 0.399
C -0.528 0.477 1.391
N 0.711 0.355 0.616
C 0.721 -0.727 -0.086
S 1.995 -1.391 -1.148
O 2.244 -2.669 -0.596
O 1.547 -1.242 -2.472
F 3.157 -0.451 -0.826
S -0.731 -1.657 0.001
H -2.568 -0.159 0.812
H -0.719 1.398 1.922
H -0.424 -0.342 2.112
H 1.467 1.029 0.615
*
```

As for the HOMO-LUMO gap: 9.044 eV. Its total energy is -1423.01275 Eh.


No. 8
Here is C3H4FN3S in the gas phase at a distorted geometry from the Open Molecules 2025 dataset. Energies are from the ωB97M-V functional and the def2-TZVPD basis.

```
! RIJCOSX wB97M-V def2-TZVPD def2/J DEFGRID3
* xyz 0 1
N 1.507 0.425 1.220
C 0.726 0.225 0.129
N 0.955 0.661 -1.059
C -0.134 0.338 -1.831
C -1.048 -0.340 -1.061
F -2.294 -0.747 -1.303
N -0.505 -0.416 0.241
S -1.170 -1.114 1.608
H 2.426 0.757 0.954
H 1.591 -0.328 1.922
H -0.237 0.555 -2.861
H -1.817 -0.017 2.039
*
```

As for the SMILES: Nc1ncc(F)n1S. As for the HOMO-LUMO gap: 8.548 eV. Its total energy is -779.01714 Eh. The energy above the lowest of the compared OMol25 structures with the same formula, charge and spin comes out at 0.538 eV.


Look up the total energy of the first one. -501.17638 Eh


What is the formula in the eighth record? C3H4FN3S


Which formula does entry 2 have? C3H4F30K3O3P5


Which of these has the highest total energy? number 5